(1)
This record from the Open Molecules 2025 dataset describes a cluster of 2 separate species, C9H9NOS in total in a non-equilibrium geometry. The level of theory is wB97M-V/def2-TZVPD.

Positions of all 21 atoms, in Å:
1 C -0.99211 -0.42281 -0.81251
2 C -4.17585 0.61281 0.43305
3 C -2.33997 -0.46890 -0.46553
4 C -2.74526 0.73726 0.10984
5 C -0.31968 0.70280 -0.55492
6 C -3.53451 -1.34426 -0.39967
7 C 2.64579 1.52136 0.30055
8 C 2.86840 0.03476 0.29624
9 C 2.11501 0.71561 -0.80454
10 N -4.64929 -0.55805 0.12050
11 O -1.15644 2.56041 1.23623
12 S -1.57271 2.02446 -0.06613
13 H -0.36863 -1.22077 -1.12406
14 H -4.84179 1.32012 0.88020
15 H -3.64486 -1.92222 -1.37440
16 H -3.52382 -2.12226 0.27957
17 H 1.80034 1.73965 0.94219
18 H 3.31792 2.44831 0.21482
19 H 3.85062 -0.36039 0.08522
20 H 2.19111 -0.40469 1.08832
21 H 2.01925 0.87620 -1.83514

Summary:
- Kohn-Sham gap (alpha / beta) (eV) = 7.7 / 7.7
- largest force on an atom (eV/Å) = 4.3



(2)
This record from the Open Molecules 2025 dataset describes a cluster of 2 separate species, C9H9O2S in total in a non-equilibrium geometry. The level of theory is wB97M-V/def2-TZVPD.

Positions of all 21 atoms, in Å:
1 C 4.63782 0.31736 0.40752
2 C 3.34300 0.91791 0.51206
3 C 4.56340 -0.89201 -0.20598
4 C 2.47198 -0.05433 0.31763
5 C -0.52315 0.12342 0.53645
6 C -3.11486 -1.09082 0.00272
7 C -1.54346 1.02819 0.02085
8 C -2.91310 0.49819 0.28288
9 C -1.95844 -1.81673 0.68503
10 O -4.00365 -1.50060 -0.69633
11 O -0.77191 -1.08097 0.78952
12 S 2.95226 -1.52715 -0.43408
13 H 5.52418 0.87674 0.42786
14 H 3.16138 1.86391 1.01395
15 H 5.50100 -1.51237 -0.21298
16 H -1.40990 1.97179 0.43812
17 H -1.23198 1.38317 -1.04293
18 H -3.65507 0.96468 -0.25137
19 H -3.06084 0.41903 1.46591
20 H -2.39937 -2.14649 1.72886
21 H -1.64308 -2.78026 0.32343

Summary:
- Kohn-Sham gap (alpha / beta) (eV) = 6.2 / 7.5
- charge = +1
- largest force on an atom (eV/Å) = 5.3



(3)
This record from the Open Molecules 2025 dataset describes the molecule C9H9P in a non-equilibrium geometry. The level of theory is wB97M-V/def2-TZVPD.

Positions of all 19 atoms, in Å:
1 C -2.95341 0.54067 0.33860
2 C -1.79679 1.22053 0.78394
3 C -2.85709 -0.72822 -0.22926
4 C -0.56649 0.63386 0.68071
5 C -1.66112 -1.33393 -0.23943
6 C -0.49170 -0.68415 0.26126
7 C 3.14200 -0.10295 1.09500
8 C 2.47627 -0.24380 -0.00677
9 C 2.82866 0.35676 -1.40867
10 P 1.01894 -1.63800 0.05883
11 H -3.90571 1.05051 0.33132
12 H -1.86800 2.21001 1.28191
13 H -3.67320 -1.39346 -0.55136
14 H 0.22561 1.20263 1.32524
15 H -1.61613 -2.33128 -0.74401
16 H 2.94689 -0.52687 2.11497
17 H 3.77152 0.03500 -1.83030
18 H 2.93708 1.40899 -1.19049
19 H 2.04269 0.32370 -2.07149

Summary:
- Kohn-Sham gap (alpha / beta) (eV) = 7.2 / 7.0
- largest force on an atom (eV/Å) = 3.3



The evaluated energy relative to the best compared isomer or geometry (same formula, charge and spin) for the records listed, in turn: 782.7; 474.8; 240.3 kJ/mol.